# 1
The following is a quantum chemistry calculation of a structure of composition C29H49BaF16NO16S4 at a distorted geometry, from OMol25.

The geometry in XYZ format:
```
116
Properties=species:S:1:pos:R:3:forces:R:3:lowdin_charge:R:1
Ba 1.05903 3.83837 -0.59361 -0.372 -0.986 0.075 1.0018
O 1.06576 -0.94451 -0.22134 -2.228 -1.031 1.103 -0.2888
C -0.10985 -1.73281 -0.31090 3.084 1.604 -1.776 -0.3679
C -1.52840 -1.21904 0.21913 -2.070 3.522 -0.764 -0.3301
O -2.02937 0.08856 -0.19708 1.817 -2.974 0.910 -0.3243
H 0.01342 -2.77928 -0.03198 0.030 -0.171 1.320 0.0772
H -0.12653 -1.85243 -1.39419 -1.323 0.243 -0.646 0.0824
H -1.58221 -1.29523 1.30513 0.787 0.282 0.455 0.0764
H -2.27396 -1.95078 -0.09195 0.214 -0.513 -0.698 0.0765
O -3.88237 6.76337 -0.54417 -1.516 0.726 1.406 -0.3304
S -5.14434 7.36336 -0.09616 -0.372 -0.215 -2.573 0.6901
O -5.29611 8.81080 -0.03801 0.150 -2.169 0.147 -0.2984
O -6.26079 6.84592 -1.27156 1.304 2.283 2.092 -0.2774
C -6.25895 5.53265 -1.77965 0.241 0.222 0.110 -0.3204
C -7.40751 5.46143 -2.71495 -0.922 -1.148 -0.672 -0.0800
C -5.84861 6.58661 1.44505 1.055 1.617 -2.173 -0.0749
H -6.39632 4.85462 -0.93732 0.015 -0.394 -0.131 0.1125
H -5.36143 5.26738 -2.33839 0.361 0.241 0.357 0.1235
H -7.37175 6.01322 -3.65429 0.579 0.342 0.279 0.0863
H -8.37258 5.68566 -2.26053 0.107 -0.116 0.195 0.0847
H -7.37042 4.41212 -3.00764 -0.603 -0.217 -0.230 0.0829
H -6.78003 7.14382 1.54548 -0.121 -0.529 0.108 0.0700
H -5.12702 6.94047 2.18139 -0.096 -0.726 0.265 0.0692
H -5.88918 5.53903 1.14668 -0.117 0.041 0.830 0.0579
O -0.29387 1.37762 -6.14932 -1.329 -1.174 -2.165 -0.3120
S -1.28433 1.02120 -7.18250 -0.990 2.417 0.073 0.6904
O -2.22537 2.08791 -7.60278 2.376 -2.289 0.164 -0.3154
O -0.58156 0.32998 -8.54050 -1.857 2.776 2.152 -0.2675
C 0.49372 -0.52701 -8.29106 0.741 -1.157 -0.798 -0.3138
C 1.17095 -0.65044 -9.66807 0.379 -0.279 1.362 -0.0527
C -2.33275 -0.30743 -6.65704 0.164 -0.114 0.261 -0.1299
H 0.04755 -1.47436 -7.98848 0.247 -0.434 -0.104 0.1120
H 1.14536 -0.23629 -7.46707 0.039 0.538 -0.218 0.1165
H 0.39420 -0.93691 -10.37708 0.401 -0.078 -0.169 0.0827
H 1.96123 -1.38978 -9.53795 -0.144 -0.350 -0.467 0.0770
H 1.68957 0.26153 -9.96379 -0.396 0.158 0.018 0.0804
H -2.97576 -0.60077 -7.48685 0.304 -0.005 -0.060 0.0788
H -2.97353 0.08814 -5.86898 0.243 0.057 0.072 0.0791
H -1.71537 -1.12040 -6.27490 -0.155 -0.037 -0.069 0.0714
O -2.25933 4.05540 7.47069 -0.012 -0.597 0.333 -0.2812
S -0.95756 3.75124 6.96608 1.850 1.715 -2.339 0.6630
O -0.63198 4.22452 5.60141 -0.272 -1.244 2.934 -0.3189
O 0.14870 4.44913 7.98643 -1.334 -0.956 -3.025 -0.2660
C -0.21397 4.56978 9.32455 0.740 0.559 2.131 -0.3179
C -0.57425 6.02599 9.73610 0.462 -0.633 -0.018 -0.0484
C -0.53728 1.98008 7.12670 -0.708 0.613 0.055 -0.0928
H 0.70562 4.21116 9.78698 0.253 0.678 0.615 0.1176
H -0.89605 3.81072 9.70756 -0.745 0.213 -0.560 0.1157
H 0.08585 6.74968 9.25792 0.038 -0.223 -0.357 0.0761
H -0.35584 6.16547 10.79485 -0.317 -0.216 0.158 0.0712
H -1.60355 6.31598 9.52510 0.034 -0.257 -0.024 0.0746
H 0.10097 1.62237 6.31875 0.012 0.446 0.077 0.0731
H -1.50959 1.49134 7.06466 0.095 -0.125 0.073 0.0670
H -0.08409 1.81881 8.10482 -0.085 0.030 -0.103 0.0653
O 4.33979 -5.26356 5.08987 -2.461 -0.710 0.344 -0.2979
S 3.05564 -5.96208 5.09064 0.359 0.569 -1.813 0.6745
O 2.83192 -7.07929 5.97332 -0.086 0.777 -0.512 -0.2918
O 1.82632 -4.85156 5.27519 1.207 -1.013 -0.355 -0.2633
C 0.47203 -5.33627 5.35787 -1.502 0.183 1.641 -0.2676
C -0.01819 -5.42709 6.83687 0.816 0.020 -0.221 -0.0698
C 2.72454 -6.49235 3.31976 -0.410 -0.517 1.034 -0.0952
H 0.24784 -6.25583 4.81728 0.708 -0.282 0.132 0.1043
H -0.23085 -4.63360 4.91031 0.745 0.575 -0.444 0.1159
H -1.10355 -5.49326 6.91250 0.010 -0.492 -0.295 0.0731
H 0.20473 -4.52628 7.40866 0.307 0.270 -0.362 0.0727
H 0.49350 -6.22720 7.37175 -0.283 -0.209 -0.083 0.0674
H 3.07081 -5.79567 2.55633 0.080 0.152 0.516 0.0707
H 1.65749 -6.68736 3.21261 -0.108 0.491 0.130 0.0444
H 3.12562 -7.49369 3.16305 0.616 0.206 0.279 0.0622
N 6.61517 4.47609 -2.13556 1.809 -2.096 -1.128 0.0435
C 7.27663 5.62449 -2.09174 0.023 -0.101 0.646 -0.1845
C 8.66066 5.72318 -2.18483 0.651 -0.982 -0.691 -0.0632
C 9.39798 4.56376 -2.50583 -0.168 0.382 -1.087 -0.0810
C 8.76993 3.34474 -2.72781 -1.782 1.234 0.829 -0.0703
C 7.39319 3.37486 -2.47829 -1.045 0.580 0.224 -0.1280
H 6.61800 6.46911 -1.95311 0.287 0.440 0.142 0.0971
H 9.19031 6.66407 -2.16061 -0.201 0.135 0.132 0.0967
H 10.40734 4.61575 -2.88649 0.424 0.424 0.663 0.1011
H 9.24037 2.44833 -3.10403 0.136 0.091 0.116 0.1035
H 6.83098 2.46628 -2.63578 -0.202 -0.113 0.174 0.0919
C 9.25131 -4.36816 -1.30752 -0.206 -1.190 0.417 -0.0416
C 10.48472 -3.49998 -0.90707 -2.793 -1.339 -1.297 -0.4499
C 11.25236 -4.05429 0.30169 2.748 2.374 -0.666 -0.3865
F 10.63604 -4.05291 1.46279 -1.602 -0.152 0.762 0.1393
F 11.83131 -5.22114 0.10937 -0.241 -2.187 -0.746 0.1249
F 11.24828 -3.39234 -1.99568 1.272 -0.084 -0.059 0.1417
F 10.09699 -2.24225 -0.59669 -0.081 0.104 0.397 0.1237
O 8.60773 -4.00273 -2.54961 -0.517 0.401 0.256 0.0231
C 7.79570 -4.95388 -3.22221 2.089 2.532 -0.463 -0.5638
C 6.78212 -4.15707 -4.09689 -2.009 1.354 2.292 -0.3118
F 7.23169 -3.12097 -4.81800 1.034 -0.373 -0.031 0.1166
F 5.93990 -4.84824 -4.87320 0.572 -1.333 -0.623 0.1071
F 8.56273 -5.70443 -3.98662 0.744 -1.215 -0.601 0.1778
F 7.18807 -5.70222 -2.33841 -1.081 -0.975 0.557 0.1874
H 8.64599 -4.40649 -0.40187 -0.939 0.810 -0.249 0.1396
H 9.46764 -5.43499 -1.36391 1.029 0.021 -0.228 0.1396
H 12.11279 -3.39093 0.38959 -0.021 0.715 0.080 0.1686
H 6.12357 -3.76844 -3.32012 -0.009 0.550 0.207 0.1642
C -8.29717 -1.95708 -0.00504 -0.921 1.200 -1.385 -0.0218
C -8.94558 -0.83647 0.86168 2.365 -1.521 1.330 -0.4996
C -7.91278 -0.36192 1.91994 1.870 0.871 -0.496 -0.3184
F -8.36124 0.56107 2.77372 -1.607 0.174 0.855 0.0989
F -7.36626 -1.37124 2.65081 -0.577 -0.187 -0.377 0.0863
F -9.28863 0.26973 0.18416 -0.373 -0.024 -0.552 0.1335
F -9.96957 -1.34738 1.48771 -2.292 -0.291 0.923 0.1653
O -9.29684 -2.69357 -0.77504 -0.661 1.102 -1.128 0.0129
C -9.35076 -2.35920 -2.17074 1.501 -1.893 2.528 -0.5493
C -10.54977 -3.03496 -2.87386 -0.904 -0.340 -0.341 -0.2199
F -10.51730 -2.79745 -4.23768 0.474 -0.380 1.364 0.0701
F -10.65202 -4.39595 -2.65267 0.590 1.676 -0.263 0.0802
F -9.37317 -1.06280 -2.34940 -0.864 1.537 -0.294 0.1795
F -8.16825 -2.74452 -2.64747 0.669 -0.704 -1.193 0.1542
H -7.70652 -2.72218 0.49880 -0.128 0.554 0.348 0.1516
H -7.70529 -1.28457 -0.62594 0.637 -0.820 -0.585 0.1388
H -7.10829 0.21736 1.46679 0.399 -0.728 -0.826 0.1689
H -11.44604 -2.54069 -2.49901 -0.137 -0.223 0.084 0.1685
```
Forces are in eV/Å.

Relative energy (zero: lowest compared OMol25 entry of this formula, charge and spin), kJ/mol: 1556.0
Highest occupied orbital energy, eV: -5.295
Multiplicity: 1
Strongest force on any atom, hartree/bohr: 0.0808
Lowest unoccupied orbital energy, eV: -2.444

# 2
The following is a quantum chemistry calculation of the ion C29H49Br2N3O5P with charge +1 at a distorted geometry, from OMol25.

The geometry in XYZ format:
```
89
Properties=species:S:1:pos:R:3:forces:R:3:lowdin_charge:R:1
C 2.60480 3.98636 0.27570 -0.351 -0.508 0.181 -0.0549
C 1.73156 2.75394 0.00739 0.064 0.024 -0.189 -0.2532
N 0.67990 2.65100 1.01983 0.176 0.348 -0.593 -0.0391
N -0.26960 1.65260 0.69328 0.061 -0.606 -0.013 -0.1281
C 0.20918 0.35115 1.16039 -1.171 0.534 0.659 -0.0996
C -0.68286 -0.78913 0.64668 1.608 -0.007 -0.170 -0.3006
C -0.60428 -1.94663 1.65385 -0.174 -0.303 0.228 -0.0992
C 0.77003 -2.20437 2.29217 -0.049 0.089 -0.435 -0.1478
C 1.93308 -2.56138 1.35997 0.661 -0.910 0.904 -0.3479
C 1.77179 -4.00178 0.84921 0.143 0.347 0.248 -0.0522
C 3.24378 -2.49359 2.20890 -0.509 1.229 -0.275 -0.1613
C 4.11434 -1.30088 1.78894 0.372 -0.680 -0.258 -0.1926
C 5.09302 -1.67229 0.69932 -0.244 0.171 -0.071 -0.0895
C 5.90986 -0.80969 0.10098 -0.187 -0.034 0.097 -0.3431
C 7.08664 -1.26507 -0.71759 -0.600 0.340 -0.114 -0.0566
C 5.66703 0.67890 0.24214 0.328 -0.741 0.149 -0.0511
C -0.17522 -1.15653 -0.76016 0.078 -0.453 -0.345 -0.1518
O -0.25331 -2.54269 -0.97861 -0.413 0.091 0.007 -0.2055
C 0.19497 -2.92944 -2.27049 -0.317 -0.204 -0.165 -0.0611
N -2.09717 -0.26203 0.48021 -0.354 -0.359 0.108 0.0286
C -3.05386 -1.41404 0.33731 -0.077 -0.501 -0.126 -0.0139
C -4.25090 -1.19492 -0.58432 0.351 0.350 -0.009 -0.3568
O -5.34174 -1.40402 -0.14955 -0.912 -0.274 0.409 0.1592
C -4.04832 -0.75335 -1.97906 -0.064 0.560 -0.692 -0.1623
C -2.98926 -1.18529 -2.78366 -0.036 0.372 -0.139 -0.0292
C -2.90554 -0.75540 -4.10612 -0.381 0.188 -0.133 -0.0480
C -3.87907 0.09348 -4.64624 -0.106 -0.074 0.643 -0.0451
C -4.93222 0.53434 -3.84876 0.289 -0.542 0.530 -0.0675
C -5.01473 0.10676 -2.52437 0.153 -0.158 -0.310 -0.0446
C -2.39207 0.71690 1.59311 0.077 -0.295 -0.730 -0.1575
P -4.13285 1.08004 2.03302 -0.613 1.786 1.152 0.4513
O -4.07065 2.14018 3.04245 0.270 -0.033 -0.044 -0.2181
O -5.02477 1.52392 0.78970 0.830 -1.050 -0.046 -0.1092
O -4.72130 -0.24944 2.64266 0.008 -0.319 -0.500 -0.0851
C -1.54785 1.99833 1.36185 0.346 0.230 0.201 -0.2999
C -2.26969 3.15963 0.64750 0.791 0.419 -0.533 -0.6668
Br -1.76857 4.84306 1.51585 -0.224 -0.088 -0.034 0.8130
C -2.00920 3.19338 -0.88623 -0.637 0.559 0.462 -0.6933
C -1.20769 4.34565 -1.44515 0.176 -0.525 -0.875 -0.1994
Br -3.79647 3.32281 -1.73488 0.022 -0.204 -0.137 0.8329
H 2.45896 4.74446 -0.48289 0.106 0.140 -0.127 0.0724
H 3.64630 3.69372 0.33339 0.210 0.199 -0.064 0.0654
H 2.30464 4.41416 1.22776 0.103 0.159 0.142 0.0756
H 2.35688 1.85479 -0.04172 0.050 -0.125 0.106 0.0852
H 1.24550 2.81183 -0.96127 -0.137 0.082 -0.108 0.0994
H 1.13182 2.45118 1.91374 -0.298 -0.024 0.176 0.1342
H 1.22699 0.16070 0.85547 0.176 0.156 -0.178 0.1080
H 0.21078 0.39133 2.25865 0.052 -0.246 0.116 0.1380
H -0.93205 -2.88269 1.21518 -0.077 0.003 -0.276 0.1130
H -1.30011 -1.76510 2.47571 -0.066 0.202 0.071 0.1300
H 1.06014 -1.39871 2.96088 -0.024 0.257 -0.016 0.1082
H 0.64007 -3.06928 2.94077 -0.077 -0.082 0.153 0.1343
H 2.08831 -1.84421 0.55858 -0.357 -0.013 -0.330 0.1084
H 2.44805 -4.18722 0.01871 -0.133 -0.102 -0.243 0.0846
H 2.08733 -4.66594 1.65049 -0.047 -0.161 0.107 0.0843
H 0.74569 -4.25923 0.61100 -0.053 -0.004 -0.373 0.0684
H 3.80255 -3.41971 2.14995 0.156 -0.109 0.025 0.1083
H 2.97081 -2.30809 3.24559 -0.045 -0.395 0.222 0.1081
H 4.71635 -0.98635 2.64180 -0.050 0.229 0.130 0.1204
H 3.48732 -0.45622 1.49348 -0.093 0.164 0.101 0.0915
H 5.12680 -2.72260 0.43558 0.407 -0.193 0.239 0.1096
H 7.40901 -2.24837 -0.40375 0.116 -0.202 -0.090 0.0756
H 6.81517 -1.27751 -1.77251 0.189 -0.047 -0.190 0.0834
H 7.89729 -0.55345 -0.59042 0.225 -0.037 -0.028 0.0778
H 6.36760 1.22294 -0.38086 -0.032 0.286 -0.014 0.0763
H 5.78370 0.97706 1.28265 0.051 0.243 0.074 0.0862
H 4.64312 0.88346 -0.05926 -0.106 0.304 -0.068 0.0568
H 0.85256 -0.82297 -0.89555 0.162 0.087 0.121 0.1345
H -0.75579 -0.64749 -1.53899 -0.047 0.255 0.048 0.1174
H -0.45787 -3.72400 -2.62101 -0.007 -0.184 0.044 0.0999
H 1.21368 -3.30777 -2.24757 0.192 0.151 0.083 0.0952
H 0.10138 -2.11192 -2.98464 0.163 0.163 -0.052 0.0901
H -2.12732 0.27174 -0.39411 0.146 -0.086 -0.093 0.1560
H -2.52951 -2.27405 -0.07681 0.402 0.141 -0.094 0.1398
H -3.40610 -1.72092 1.31380 -0.126 0.187 0.146 0.1335
H -2.25175 -1.86800 -2.38612 0.008 -0.143 -0.037 0.0883
H -2.11062 -1.08819 -4.75625 0.143 -0.140 0.081 0.1077
H -3.83922 0.41400 -5.67475 0.176 -0.043 -0.136 0.1125
H -5.70443 1.17836 -4.23405 -0.032 0.130 -0.154 0.1140
H -5.84429 0.42665 -1.91118 -0.065 -0.022 0.117 0.1216
H -2.00404 0.24644 2.49140 -0.178 -0.155 0.182 0.1383
H -4.52424 1.60734 -0.04065 -0.422 0.309 -0.295 -0.0153
H -5.34232 0.02110 3.33711 -0.046 -0.253 0.161 0.1179
H -1.28259 2.36148 2.35404 -0.298 -0.031 0.272 0.1217
H -3.33592 3.15328 0.79428 -0.053 -0.106 0.396 0.0078
H -1.62133 2.24375 -1.23180 0.139 -0.098 -0.003 0.0671
H -1.76484 5.27068 -1.41186 0.041 0.247 0.366 0.0610
H -0.23061 4.43244 -0.98594 0.015 0.130 0.334 0.0510
H -1.04464 4.13668 -2.50321 0.056 0.006 -0.086 0.0836
```
Forces are in eV/Å.

Highest occupied orbital energy, eV: -10.856
Multiplicity: 1
SMILES: CCNN1C[C@](CC[C@H](C)CCC=C(C)C)(COC)[N@@H+](CC(=O)c2ccccc2)[C@H](P(=O)(O)O)[C@@H]1[C@@H](Br)[C@H](C)Br
Charge: +1
Strongest force on any atom, hartree/bohr: 0.0430
Lowest unoccupied orbital energy, eV: -3.005

no.,HOMO-LUMO gap (eV)
1,2.85
2,7.85